1.
Computed, not measured: a molecular structure, C39H54CrN4O2PS, with ωB97M-V with the def2-TZVPD basis set.

```
102
Properties=species:S:1:pos:R:3:forces:R:3
Cr 0.16802 -0.40749 -0.02588 -0.57 -0.06 -0.18
C 1.75964 -4.09466 -3.77277 0.00 -0.01 0.00
C 0.88648 -3.73729 -2.56451 0.00 -0.02 -0.01
C 1.42888 -4.37240 -1.28730 0.01 0.00 -0.01
C 0.75394 -2.23611 -2.47221 -0.03 0.04 0.03
C 1.72411 -1.44776 -1.85904 0.04 0.02 -0.01
C 1.63076 -0.04637 -1.83988 0.24 -0.01 -0.15
C 2.86303 0.77849 -1.49939 -0.01 0.03 0.00
C 3.62713 1.03682 -2.80543 -0.01 0.00 0.00
C 3.79878 0.13323 -0.47947 0.00 -0.01 0.00
C 0.44590 0.56750 -2.31584 0.05 0.08 0.03
C -0.51623 -0.22100 -2.99865 0.01 -0.01 0.03
C -0.31989 -1.59063 -3.07902 0.01 -0.03 0.02
C -1.71169 0.38090 -3.71417 -0.01 0.01 -0.01
C -3.01349 -0.37686 -3.43908 0.00 0.00 0.00
C -1.45395 0.41055 -5.22573 0.01 0.02 0.00
C 0.32059 2.06697 -2.30464 0.00 -0.02 0.02
C 0.60711 2.72741 -3.49850 -0.01 0.01 0.00
C 0.50296 4.10269 -3.60796 0.01 0.00 0.00
C 0.09084 4.84520 -2.51330 -0.01 0.02 0.00
C -0.19579 4.20373 -1.32123 0.01 -0.02 0.01
C -0.07580 2.81787 -1.18351 -0.01 0.00 -0.01
P -0.42416 1.98876 0.41807 0.04 0.05 -0.02
C -2.27672 2.14947 0.65693 0.00 0.00 0.00
C -2.88853 1.21642 -0.38969 0.00 -0.01 -0.03
C -2.85672 3.54603 0.42839 0.00 -0.01 0.00
C -2.66495 1.64505 2.05069 0.01 -0.01 0.01
C 0.56527 2.85442 1.75857 0.03 0.00 -0.01
C 2.02884 2.77152 1.31113 0.00 0.01 -0.01
C 0.41896 2.03452 3.04806 -0.04 -0.04 -0.01
C 0.22762 4.31120 2.07986 -0.03 -0.02 -0.02
H 1.83197 -5.17711 -3.87973 0.00 0.00 0.00
H 2.76953 -3.70079 -3.64082 0.01 0.00 0.00
H 1.35408 -3.68446 -4.69852 0.00 0.00 0.00
H -0.11775 -4.13436 -2.74726 0.00 0.01 0.01
H 2.48195 -4.12789 -1.13543 0.00 0.01 0.01
H 1.35904 -5.45801 -1.35768 0.01 0.00 0.00
H 0.88601 -4.05030 -0.39852 -0.02 0.00 0.01
H 2.60515 -1.91566 -1.43970 0.01 0.00 0.01
H 2.52996 1.74228 -1.11405 0.00 -0.01 0.01
H 3.95272 0.09163 -3.24480 0.00 0.00 0.00
H 4.51342 1.63941 -2.60457 0.00 0.00 0.00
H 3.01872 1.56348 -3.53906 0.00 0.00 -0.01
H 4.34644 -0.70261 -0.91923 0.00 -0.01 -0.01
H 3.28107 -0.23064 0.40717 0.00 0.01 0.01
H 4.54264 0.86394 -0.16021 0.01 0.00 -0.01
H -1.04248 -2.19297 -3.61840 0.00 0.00 0.00
H -1.82903 1.41178 -3.37614 -0.01 -0.01 0.01
H -3.03390 -1.33084 -3.96990 0.00 -0.01 0.00
H -3.86323 0.20480 -3.79725 0.00 0.00 -0.01
H -3.16022 -0.57087 -2.37745 -0.01 0.01 0.01
H -1.28206 -0.59897 -5.60397 0.00 -0.01 0.00
H -0.58792 1.01791 -5.48437 0.01 -0.01 0.00
H -2.32140 0.82028 -5.74428 0.00 0.01 0.00
H 0.92064 2.14521 -4.35524 0.01 0.00 0.00
H 0.73692 4.59032 -4.54490 0.00 0.00 0.00
H -0.01000 5.91979 -2.58531 0.00 0.00 0.00
H -0.53571 4.79618 -0.48685 0.01 0.02 0.05
H -2.61823 1.52545 -1.40002 0.00 0.00 0.00
H -3.97803 1.25332 -0.31168 0.00 0.01 0.00
H -2.57910 0.17964 -0.24214 -0.01 0.00 0.00
H -2.72096 3.87815 -0.60020 0.01 0.00 -0.01
H -2.44326 4.29753 1.09694 0.03 0.02 0.02
H -3.93226 3.50012 0.61711 0.00 0.00 0.00
H -2.15422 0.71598 2.31393 -0.01 0.00 0.00
H -3.74093 1.45584 2.06261 0.00 0.00 0.00
H -2.45989 2.38861 2.81919 0.01 0.01 0.01
H 2.34787 1.73556 1.18586 0.00 0.01 0.01
H 2.65538 3.21639 2.08745 0.00 0.00 0.01
H 2.20516 3.32375 0.38616 0.00 0.00 -0.01
H 0.52200 0.96769 2.86292 0.00 0.05 0.02
H -0.52785 2.21673 3.55014 0.00 0.00 0.00
H 1.21609 2.33681 3.73186 0.01 0.00 0.01
H 0.46300 4.99381 1.26659 -0.01 0.01 -0.04
H 0.84551 4.61012 2.93028 0.00 0.01 0.00
H -0.81011 4.44599 2.37880 -0.04 0.00 0.00
N 0.29818 -2.06916 8.25780 -0.08 0.04 0.04
C 0.45325 -2.01638 6.90377 0.03 -0.01 -0.06
C -0.06304 -3.03460 6.08701 0.00 0.00 -0.01
C 0.07951 -2.97736 4.71951 -0.05 -0.02 0.01
C 0.73064 -1.89360 4.13688 0.03 0.06 0.00
C 1.25688 -0.88146 4.93157 0.00 0.03 -0.01
C 1.11814 -0.93906 6.30169 0.00 -0.01 0.01
S 0.92661 -1.84310 2.40935 0.05 -0.14 -0.06
O 1.86010 -0.77665 2.07822 0.05 0.02 0.00
O 1.21387 -3.16741 1.92396 0.02 -0.02 0.11
N -0.44113 -1.30806 1.68607 0.07 -0.10 0.11
C -1.29963 -2.26788 1.18424 -0.03 -0.02 0.03
N -1.83597 -3.21932 1.93808 -0.01 0.00 -0.01
C -2.64248 -4.06888 1.31496 0.00 0.00 -0.01
C -2.93485 -3.98044 -0.04086 0.01 0.03 -0.01
C -2.32536 -2.95730 -0.73709 -0.03 0.00 -0.02
N -1.50141 -2.10088 -0.13578 0.13 0.05 0.11
H -0.04840 -2.90459 8.69102 0.02 -0.02 0.00
H 0.78902 -1.42149 8.84542 0.02 -0.01 0.00
H -0.57216 -3.87507 6.54169 0.00 -0.01 0.00
H -0.31709 -3.76382 4.09338 0.00 -0.01 0.00
H 1.79391 -0.06335 4.47321 0.01 -0.01 0.00
H 1.53544 -0.15497 6.92090 0.01 0.00 0.00
H -3.07649 -4.85248 1.92591 0.00 0.00 0.00
H -3.60029 -4.67824 -0.52523 0.00 -0.01 0.00
H -2.48498 -2.81564 -1.79951 0.00 0.00 0.00
```
Forces are in eV/Å.

For the total energy, the calculation gives -3671.923157 Eh. The HOMO energy (spin up / spin down) is -10.17 / -10.20 eV. The HOMO-LUMO gap (spin up / spin down) comes out at 7.5 / 7.7 eV. The energy above the lowest of the compared OMol25 structures with the same formula, charge and spin comes out at 0.00 kJ/mol. As for the expectation value of S²: 6.024. Its multiplicity is 5. The charge is +1.

Löwdin population analysis, charges in e, atoms 1 to 8: number 1, Cr, carries 0.686; number 2, C, carries -0.045; number 3, C, carries -0.375; number 4, C, carries -0.049; number 5, C, carries -0.178; number 6, C, carries 0.007; number 7, C, carries -0.218; number 8, C, carries -0.358

2.
Computed, not measured: a molecular structure, C25H16Cl3N4O2SbSe4Tc, with ωB97M-V with the def2-TZVPD basis set.

```
56
Properties=species:S:1:pos:R:3:forces:R:3
Tc 0.23946 0.16121 -0.61628 -0.34 -0.61 -0.74
Cl -3.73662 -5.19101 0.38618 -0.04 0.00 -0.06
C -2.39594 -4.12041 0.45761 0.15 0.02 0.11
C -2.21682 -3.19460 -0.55476 -0.07 -0.01 -0.17
C -1.16277 -2.29296 -0.47659 0.10 -0.25 0.26
N -0.85292 -1.27510 -1.37680 0.49 0.39 0.52
C -1.26900 -1.24144 -2.69595 -0.06 0.11 -0.46
O -1.93145 -2.06808 -3.26545 0.00 0.05 0.14
C -0.76254 -0.00064 -3.37145 -0.15 -0.02 -0.27
C -1.17186 0.32715 -4.64510 0.02 -0.13 0.15
C -0.73396 1.52274 -5.20090 0.09 0.10 0.04
C 0.10059 2.33697 -4.45603 -0.08 -0.11 -0.11
C 0.47710 1.93418 -3.18511 0.14 0.09 0.16
N 0.05900 0.78543 -2.65140 0.08 -0.17 0.00
C -0.27574 -2.33881 0.61829 -0.17 -0.15 -0.11
C -0.42435 -3.30201 1.60262 0.05 0.04 0.05
C -1.49421 -4.18228 1.52996 -0.03 0.09 -0.17
Cl -1.69940 -5.33621 2.77974 0.02 -0.04 0.07
N 0.72929 -1.36348 0.53927 -0.51 0.23 -0.06
C 2.02979 -1.61202 0.92713 0.30 -0.09 -0.10
O 2.40135 -2.37669 1.77939 -0.08 0.04 0.03
C 2.98249 -0.87178 0.03045 0.20 -0.04 -0.08
C 4.34731 -1.01236 0.15170 -0.06 -0.03 0.09
C 5.16661 -0.36035 -0.75857 -0.03 0.07 -0.09
C 4.58069 0.37987 -1.77297 0.02 -0.07 0.09
C 3.19986 0.46576 -1.82954 -0.06 0.10 -0.12
N 2.41135 -0.13568 -0.94059 -0.08 -0.14 0.17
H -2.89438 -3.17219 -1.39438 -0.03 -0.02 0.04
H -1.83562 -0.35245 -5.16135 0.00 0.01 -0.01
H -1.05990 1.81654 -6.18935 0.03 0.01 0.00
H 0.44034 3.29634 -4.81818 0.01 -0.02 -0.02
H 1.09737 2.57063 -2.56736 -0.04 -0.02 0.05
H 0.28079 -3.36524 2.41722 -0.05 -0.01 0.04
H 4.74054 -1.62571 0.95075 -0.03 0.00 0.01
H 6.24283 -0.43245 -0.68003 0.00 -0.02 -0.01
H 5.17504 0.89336 -2.51459 0.00 0.00 0.00
H 2.71575 1.02927 -2.61305 0.00 0.02 0.04
Se 1.22557 3.83126 1.15215 -0.61 1.01 -0.33
Sb -1.29367 4.19489 0.10996 0.45 0.46 -0.05
Se 1.47514 1.60762 1.18395 0.31 -0.52 0.81
Se -1.57438 1.44043 -0.10844 0.00 -0.21 0.50
Se -0.74953 4.88079 -2.09457 -0.13 -0.21 0.40
Cl -5.12798 1.54848 4.02841 -0.10 0.03 0.03
C -3.43152 1.42361 3.75460 0.22 -0.03 -0.05
C -2.87739 0.18709 3.45312 -0.06 -0.02 -0.09
C -1.51872 0.09076 3.20890 0.12 0.14 -0.06
C -0.69362 1.21667 3.27197 -0.18 -0.01 -0.04
C 0.76563 1.11339 3.03680 0.14 0.01 -0.36
C -1.26519 2.44182 3.62229 0.05 -0.06 -0.11
C -2.62685 2.55085 3.85235 -0.04 0.06 0.02
H -3.51069 -0.68873 3.40401 0.01 0.01 0.02
H -1.08831 -0.87721 2.98809 0.02 -0.07 -0.06
H 1.15861 0.10966 3.19343 -0.03 -0.03 -0.03
H 1.32306 1.81850 3.64805 0.10 0.01 -0.04
H -0.63015 3.31216 3.73139 -0.02 0.03 -0.01
H -3.06013 3.50249 4.12904 -0.03 -0.02 -0.01
```
Forces are in eV/Å.

For the total energy, the calculation gives -12639.038178 Eh. The HOMO energy (spin up / spin down) is -10.50 / -10.50 eV. The HOMO-LUMO gap (spin up / spin down) comes out at 4.7 / 4.7 eV. The energy above the lowest of the compared OMol25 structures with the same formula, charge and spin comes out at 53.83 kJ/mol. The charge is +1.

natural (NBO) population analysis, charges in e, atoms 1 to 8: number 1, Tc, carries 0.565; number 2, Cl, carries 0.072; number 3, C, carries -0.070; number 4, C, carries -0.201; number 5, C, carries 0.085; number 6, N, carries -0.470; number 7, C, carries 0.654; number 8, O, carries -0.495

3.
Computed, not measured: 2 unconnected molecules or ions with the total composition C2H9NO, with ωB97M-V with the def2-TZVPD basis set.

```
13
Properties=species:S:1:pos:R:3:forces:R:3
C -5.34126 -1.35012 -0.37677 -0.35 0.17 0.61
H -5.22254 -0.32169 -0.05791 0.37 0.26 -0.11
H -6.02308 -1.76526 0.37211 0.00 -0.28 -0.38
H -5.77642 -1.34784 -1.37071 -0.04 -0.22 -0.02
H -4.39618 -1.88498 -0.34089 0.01 0.07 -0.10
N 3.47069 -0.19645 -0.27628 0.65 0.54 0.14
C 3.57061 1.18278 0.16628 -0.07 0.45 -0.25
O 2.63378 1.40458 1.19226 -0.10 0.05 0.75
H 3.47467 -0.20730 -1.28419 -0.40 -0.45 -0.02
H 2.65803 -0.61762 0.14518 -0.20 -0.07 -0.31
H 3.31512 1.90025 -0.62453 0.11 -0.22 -0.24
H 4.59181 1.42311 0.47375 0.00 -0.10 0.29
H 3.04477 1.78053 1.98169 0.00 -0.20 -0.36
```
Forces are in eV/Å.

For the total energy, the calculation gives -211.563126 Eh. The HOMO energy is -9.17 eV. The HOMO-LUMO gap comes out at 10.2 eV. The energy above the lowest of the compared OMol25 structures with the same formula, charge and spin comes out at 57.63 kJ/mol.

natural (NBO) population analysis, charges in e, atoms 1 to 8: number 1, C, carries -0.850; number 2, H, carries 0.211; number 3, H, carries 0.212; number 4, H, carries 0.213; number 5, H, carries 0.213; number 6, N, carries -0.864; number 7, C, carries 0.106; number 8, O, carries -0.732

4.
Computed, not measured: a gas-phase ion, C5H12NO (charge -1), with ωB97M-V with the def2-TZVPD basis set.

```
19
Properties=species:S:1:pos:R:3:forces:R:3
C 1.88509 -0.21829 0.34580 -1.39 0.83 -0.71
N 0.51898 0.32627 0.07397 -0.86 0.52 -0.17
C -0.53026 0.09815 1.08949 1.76 -0.38 1.90
C -1.93017 0.47274 0.73764 0.02 0.16 -1.12
C -2.19499 -0.13067 -0.66405 -3.24 0.58 0.73
O -3.54390 -0.21465 -0.83908 -0.23 -0.08 -0.60
C 2.57822 -0.08194 -1.05199 0.23 -0.58 0.82
H 1.77182 -1.24601 0.76324 0.52 0.23 -0.48
H 2.39994 0.40620 1.12798 -0.54 -0.48 -0.67
H 0.06432 0.05603 -0.82658 1.25 0.03 0.88
H -0.26671 0.73783 1.97331 0.31 -1.07 -0.11
H -0.52758 -1.02844 1.30391 0.01 1.22 0.39
H -2.14045 1.56558 0.78000 0.39 -0.51 -0.38
H -2.67746 0.04081 1.42667 0.52 -0.17 -0.24
H -1.79629 -1.17833 -0.65654 0.90 0.35 -0.32
H -1.77347 0.57933 -1.42358 0.70 -0.60 -0.01
H 1.84221 -0.53945 -1.73849 0.60 0.55 -0.14
H 3.53315 -0.63990 -1.16412 -0.50 0.27 0.27
H 2.78755 0.99472 -1.25756 -0.46 -0.89 -0.04
```
Forces are in eV/Å.

For the total energy, the calculation gives -327.641955 Eh. The HOMO energy is -1.95 eV. The HOMO-LUMO gap comes out at 5.6 eV. The energy above the lowest of the compared OMol25 structures with the same formula, charge and spin comes out at 142.02 kJ/mol. The charge is -1.

natural (NBO) population analysis, charges in e, atoms 1 to 8: number 1, C, carries -0.208; number 2, N, carries -0.676; number 3, C, carries -0.215; number 4, C, carries -0.439; number 5, C, carries -0.052; number 6, O, carries -0.986; number 7, C, carries -0.614; number 8, H, carries 0.159

5.
Computed, not measured: C6H8 in the gas phase, with ωB97M-V with the def2-TZVPD basis set.

```
14
Properties=species:S:1:pos:R:3:forces:R:3
C -1.66103 -0.00692 -0.03587 2.91 2.47 -0.28
C -1.45987 1.12375 -0.88916 -3.03 -1.30 -0.95
C 0.21622 0.13023 1.57636 -0.11 0.67 -0.74
C -0.24232 -0.22033 0.35286 0.24 -0.29 2.09
C 0.74397 -0.65010 -0.67534 -0.45 -0.07 -0.58
C 1.97557 -1.07081 -0.40355 -0.74 -0.07 0.91
H -2.48192 -0.12942 0.65840 -0.76 -1.44 -1.07
H -1.25547 2.13188 -0.55055 2.24 -0.42 -0.02
H -1.91189 1.09169 -1.88654 -1.21 0.65 0.54
H 1.26757 0.38827 1.62689 0.04 -0.24 0.58
H -0.44072 0.41087 2.39299 0.06 -0.10 -0.07
H 0.37115 -0.65518 -1.69412 0.11 0.24 -0.03
H 2.71824 -1.33859 -1.13274 0.02 -0.06 -0.14
H 2.16049 -1.20532 0.66034 0.66 -0.03 -0.24
```
Forces are in eV/Å.

For the total energy, the calculation gives -233.198047 Eh. The HOMO energy is -7.60 eV. The HOMO-LUMO gap comes out at 6.7 eV. The energy above the lowest of the compared OMol25 structures with the same formula, charge and spin comes out at 496.10 kJ/mol.

natural (NBO) population analysis, charges in e, atoms 1 to 8: number 1, C, carries -0.238; number 2, C, carries -0.397; number 3, C, carries -0.317; number 4, C, carries -0.093; number 5, C, carries -0.209; number 6, C, carries -0.385; number 7, H, carries 0.242; number 8, H, carries 0.218

> Which of these has the lowest energy above the lowest of the compared OMol25 structures with the same formula, charge and spin?

C39H54CrN4O2PS

> energy above the lowest of the compared OMol25 structures with the same formula, charge and spin of number 5 (C6H8)?

496.10 kJ/mol

> Which of these has the highest energy above the lowest of the compared OMol25 structures with the same formula, charge and spin?

C6H8